{"formula": "C3H9N2P", "method": "ωB97M-V/def2-TZVPD", "species": ["P", "N", "N", "C", "C", "C", "H", "H", "H", "H", "H", "H", "H", "H", "H"], "xyz": [[-1.04, 0.13, 0.68], [-1.07, -1.02, -0.63], [0.52, 0.54, 0.61], [1.22, 1.27, 1.66], [1.33, 0.46, -0.60], [-2.28, -1.68, -1.06], [2.32, 0.03, -0.23], [1.39, 1.44, -1.01], [2.14, 0.78, 2.09], [0.97, -0.21, -1.32], [-1.92, -2.72, -1.38], [-2.34, -1.25, -2.10], [-3.22, -1.42, -0.46], [1.57, 2.29, 1.39], [0.43, 1.35, 2.35]], "multiplicity": 1, "smiles": "C/N=P/N(C)C", "e_tot_ha": -570.490143, "homo_energy_ev": [-7.9, -7.9]}